(1)
# C33H24INPPt

A molecular structure, C33H24INPPt (the ωB97M-V functional and the def2-TZVPD basis, the OMol25 dataset).

XYZ file:
```
61
Properties=species:S:1:pos:R:3:forces:R:3
Pt 0.15787 0.70412 -0.92393 -0.1 0.3 -0.3
I -2.17112 0.14554 -1.89258 0.1 0.0 -0.1
C -2.30561 -1.81183 -2.67115 0.1 0.1 0.1
C -3.61044 -2.17582 -2.85190 -0.1 -0.1 0.0
C -3.91377 -3.37232 -3.52824 0.0 0.1 0.0
C -2.89246 -4.12262 -4.02594 0.0 0.0 0.0
C -1.53905 -3.74393 -3.83893 0.0 -0.1 0.0
C -0.52572 -4.54951 -4.41436 0.0 0.0 0.0
C 0.79369 -4.22725 -4.29560 0.0 0.0 0.0
C 1.14851 -3.09405 -3.55306 0.0 -0.1 0.0
C 0.19816 -2.29552 -2.92958 -0.1 0.1 -0.1
P 1.09777 -1.22428 -1.82458 0.1 -0.1 0.4
C 2.34578 -0.38392 -2.75440 -0.1 0.1 -0.1
C 3.71319 -0.46019 -2.46948 0.0 0.0 0.1
C 4.60263 0.24025 -3.26565 0.0 0.0 0.0
C 4.13614 1.02970 -4.31468 0.0 0.0 0.0
C 2.77497 1.11617 -4.59681 0.1 0.0 0.0
C 1.87616 0.40369 -3.82456 -0.1 -0.1 0.1
C 1.63715 -2.05741 -0.36742 0.0 -0.1 -0.1
C 1.10208 -3.32168 -0.08530 0.0 0.0 0.0
C 1.49378 -3.98577 1.06445 0.0 0.0 0.0
C 2.40835 -3.39565 1.92661 0.0 0.0 0.0
C 2.93924 -2.13495 1.64998 0.0 0.0 0.0
C 2.55148 -1.45681 0.51417 0.0 -0.1 0.0
C -1.19479 -2.57134 -3.10646 0.0 0.0 0.1
H -4.42380 -1.55259 -2.50052 0.0 0.0 0.0
H -4.94685 -3.65839 -3.66613 0.0 0.0 0.0
H -3.09574 -5.02768 -4.58358 0.0 0.0 0.0
H -0.82906 -5.42572 -4.97398 0.0 0.0 0.0
H 1.56647 -4.83093 -4.74993 0.0 0.0 0.0
H 2.20693 -2.88077 -3.44901 0.0 0.0 0.0
H 4.07529 -1.08634 -1.66493 0.0 0.0 0.0
H 5.66633 0.16005 -3.08515 0.0 0.0 0.0
H 4.84407 1.56975 -4.93038 0.0 0.0 0.0
H 2.42918 1.71740 -5.42683 0.0 0.0 0.0
H 0.81690 0.42628 -4.06505 0.0 0.0 -0.1
H 0.40114 -3.78759 -0.76666 0.0 0.0 0.0
H 1.09396 -4.96648 1.28287 0.0 0.0 0.0
H 2.71767 -3.92208 2.82014 0.0 0.0 0.0
H 3.65929 -1.69270 2.32533 0.0 0.0 0.0
H 2.96530 -0.47859 0.30365 0.0 0.0 0.0
C 3.72842 3.06596 -0.43217 0.0 0.0 0.0
C 3.82434 3.14834 0.95081 0.0 0.0 0.0
C 2.86403 2.53882 1.74678 0.1 0.1 0.0
C 1.82807 1.85256 1.14516 0.0 0.0 0.1
N 1.77421 1.74622 -0.20377 0.0 -0.2 0.0
C 2.68970 2.34780 -0.98150 0.0 0.1 0.0
C 0.72566 1.18084 1.82477 -0.2 0.1 0.1
C 0.47874 1.22908 3.19058 0.1 -0.1 0.0
C -0.59312 0.53300 3.73364 0.0 0.0 0.1
C -1.42780 -0.22012 2.92793 -0.1 -0.1 -0.1
C -1.21771 -0.28068 1.54869 0.0 0.1 0.0
C -0.18398 0.47240 1.03397 0.1 -0.3 0.0
H 4.44445 3.55493 -1.07690 0.0 0.0 0.0
H 4.64059 3.69201 1.40868 0.0 0.0 0.0
H 2.92425 2.60509 2.82353 0.0 0.0 0.0
H 2.55969 2.25812 -2.05221 0.0 0.0 0.0
H 1.12107 1.80450 3.84468 0.0 0.0 0.0
H -0.76354 0.57305 4.80083 0.0 0.0 0.0
H -2.25739 -0.76639 3.35675 0.0 0.0 0.0
H -1.85541 -0.88547 0.92376 -0.1 0.0 0.0
```
Positions in Å, forces in eV/Å.

The value obtained for the LUMO energy is -11.448 eV. The maximum force comes out at 0.5 eV Å⁻¹. Its total charge is +3. The energy above the lowest of the compared OMol25 structures with the same formula, charge and spin is 0.00 kcal/mol. The frontier orbital gap comes out at 5.600 eV. Its total energy is -2084.06489 hartree.

=====

(2)
# C33H25BiCl2N7O2S2

A molecular structure, C33H25BiCl2N7O2S2 in a non-equilibrium geometry (the ωB97M-V functional and the def2-TZVPD basis, the OMol25 dataset).

XYZ file:
```
72
Properties=species:S:1:pos:R:3:forces:R:3
Bi 0.31022 0.14052 -0.15390 0.1 0.3 0.5
C 4.24551 0.37754 5.01872 0.0 0.0 0.0
C 3.37543 -0.72748 4.43288 0.0 0.1 0.0
N 2.09780 -0.18846 3.94612 0.1 -0.1 -0.1
C 0.99284 -0.22180 4.90163 0.0 -0.1 0.0
C 0.34488 -1.59980 4.95625 0.0 0.1 0.0
C 2.01232 0.32120 2.71119 -0.3 0.0 0.0
S 0.55579 1.20369 2.25446 0.3 0.0 0.0
N 3.10333 0.25545 1.96793 0.3 0.0 0.2
C 3.34011 0.26241 0.67699 -0.2 -0.1 0.2
O 2.51325 0.01121 -0.25675 0.0 0.0 -0.1
C 4.75389 0.47053 0.25700 0.1 0.1 0.0
C 5.06798 0.58215 -1.09483 0.0 0.0 0.0
C 6.37845 0.78556 -1.49520 0.0 0.0 0.0
C 7.38798 0.87834 -0.54698 0.0 0.0 0.0
C 7.08322 0.75643 0.80239 0.0 0.0 0.0
C 5.77301 0.55412 1.20294 0.0 0.0 0.0
H 5.19113 -0.03764 5.37025 0.0 0.0 0.0
H 3.74896 0.86029 5.86203 0.0 0.0 0.0
H 4.45557 1.13582 4.26390 0.0 0.0 0.0
H 3.14966 -1.47056 5.19700 0.0 0.0 0.0
H 3.88887 -1.22211 3.61514 0.0 -0.1 0.0
H 0.25649 0.51916 4.61347 0.0 0.1 0.0
H 1.39192 0.05414 5.87986 0.0 0.0 0.0
H -0.06663 -1.85814 3.97900 0.0 0.0 0.0
H -0.46398 -1.60228 5.68837 0.0 0.0 0.0
H 1.06492 -2.36816 5.24068 0.0 0.0 0.0
H 4.27471 0.51497 -1.82673 0.0 0.0 0.0
H 6.61722 0.87465 -2.54734 0.0 0.0 0.0
H 8.41119 1.04523 -0.85883 0.0 0.0 0.0
H 7.87320 0.81850 1.53963 0.0 0.0 0.0
H 5.52770 0.45457 2.25152 0.0 0.0 0.0
S -7.43357 -0.07859 0.90333 -0.1 0.0 0.1
N -6.46962 1.15370 0.52366 -0.1 0.1 0.0
C -5.30370 0.66302 0.16636 0.2 -0.2 0.1
C -4.19386 1.57227 -0.14633 -0.2 -0.3 0.0
C -4.18896 2.87519 0.35137 0.1 -0.1 -0.1
C -3.11076 3.70365 0.09983 0.0 0.1 0.0
C -2.06023 3.22347 -0.66339 0.1 0.2 0.0
N -2.06533 1.99056 -1.16253 -0.1 0.0 -0.2
C -3.08410 1.24634 -0.90150 0.2 0.2 0.1
C -3.08995 -1.36246 -0.93742 0.3 -0.4 0.0
N -2.13916 -2.15239 -1.31237 -0.2 0.1 -0.3
C -2.15817 -3.40257 -0.86787 0.1 -0.1 0.0
C -3.14126 -3.84971 0.00317 0.1 -0.1 0.0
C -4.13471 -2.97370 0.38605 0.0 0.1 0.0
C -4.14383 -1.66145 -0.09750 -0.1 0.3 0.0
C -5.25993 -0.76447 0.23611 0.1 0.2 -0.1
N -6.39588 -1.28264 0.65042 -0.1 -0.1 -0.1
H -5.04810 3.21054 0.91605 0.1 0.0 0.1
H -3.08474 4.71063 0.49170 0.0 0.0 0.0
H -1.18917 3.82338 -0.89479 0.0 0.0 0.1
H -1.36729 -4.04647 -1.23147 0.0 0.0 0.1
H -3.12694 -4.87174 0.35561 0.0 0.0 0.0
H -4.94428 -3.27775 1.03578 0.0 0.0 0.0
Cl -5.51225 -0.08295 -3.05570 0.0 0.0 0.1
C -3.95243 -0.04821 -3.77378 0.0 0.0 0.2
C -3.87592 -0.01182 -5.17250 -0.1 0.0 -0.1
C -2.65543 0.03406 -5.76916 0.1 0.0 0.0
Cl -2.59031 0.14177 -7.48484 0.0 0.0 0.0
C -1.45215 0.01123 -5.01264 -0.2 0.0 0.2
C -0.18374 0.04351 -5.62280 0.1 0.0 0.0
C 0.92897 0.04524 -4.84268 0.2 0.0 -0.2
C 0.77275 -0.03562 -3.45402 0.0 0.0 0.5
N -0.37929 -0.08964 -2.83233 -0.9 0.0 -0.6
C -1.51435 -0.03590 -3.58785 0.4 -0.1 -0.4
C -2.81725 -0.04328 -3.01718 0.4 0.0 0.0
O -2.96019 -0.05068 -1.58699 -0.6 -0.2 0.0
H -4.78441 -0.00614 -5.75699 0.0 0.0 0.0
H -0.10958 0.06350 -6.70014 0.0 0.1 0.0
H 1.91626 0.09243 -5.28040 0.0 0.0 0.1
H 1.64589 -0.05634 -2.80300 0.0 0.0 -0.1
```
Positions in Å, forces in eV/Å.

The value obtained for the LUMO energy is -3.314 eV. The maximum force comes out at 1.1 eV Å⁻¹. Its total charge is +1. The energy above the lowest of the compared OMol25 structures with the same formula, charge and spin is 149.52 kcal/mol. The frontier orbital gap comes out at 4.487 eV. Its total energy is -3737.41706 hartree.

=====

(3)
# C33H26BrCaN3O8S4Te

A molecular structure, C33H26BrCaN3O8S4Te (the ωB97M-V functional and the def2-TZVPD basis, the OMol25 dataset).

XYZ file:
```
77
Properties=species:S:1:pos:R:3:forces:R:3
Ca 0.13341 -0.15761 -0.09042 -0.3 0.3 0.3
O -2.43031 -3.50772 0.13086 -0.1 0.1 -0.1
C -2.23056 -2.35717 -0.51567 0.0 0.0 0.0
O -2.32592 -1.26325 -0.01163 0.2 0.0 0.0
C -1.92038 -2.59541 -1.97942 -0.1 0.0 -0.1
O -1.34374 -1.47762 -2.58147 0.0 0.1 0.1
C -2.25068 -0.44973 -2.97024 0.0 -0.1 -0.1
C -1.79250 0.95970 -2.56083 -0.1 -0.1 0.0
O -2.46139 1.88238 -3.02134 0.0 0.0 0.0
O -0.77021 1.02786 -1.81221 0.1 0.1 -0.1
H -2.25489 -3.35791 1.07275 0.1 0.0 0.1
H -1.20905 -3.41719 -2.03576 0.0 0.0 0.0
H -2.84889 -2.90769 -2.47903 0.0 0.0 0.0
H -2.33989 -0.45457 -4.06077 0.0 0.0 0.0
H -3.24192 -0.61461 -2.54234 0.0 0.0 0.0
C 4.37512 -0.06195 -4.28660 0.0 0.0 0.0
C 5.16661 -0.06055 -3.14422 0.0 0.0 0.0
C 4.60373 -0.08490 -1.87739 0.0 0.0 0.0
C 3.20890 -0.10604 -1.72513 -0.1 0.0 -0.1
C 2.41560 -0.11062 -2.88566 0.0 0.0 0.0
C 2.98949 -0.09095 -4.14256 0.0 0.0 0.0
N 2.55071 -0.14471 -0.50420 0.0 0.0 0.2
N 3.37502 -0.23041 0.52476 0.0 0.0 -0.1
C 2.81274 -0.29618 1.75891 0.1 0.0 0.1
C 3.72588 -0.35033 2.84428 0.0 0.0 0.0
C 3.25869 -0.39177 4.12795 0.0 0.0 0.0
C 1.87481 -0.38558 4.35368 0.0 0.0 0.0
C 1.04812 -0.33827 3.25311 -0.1 0.0 -0.1
N 1.47770 -0.29475 1.98907 0.2 -0.1 -0.2
H 4.82542 -0.03530 -5.27137 0.0 0.0 0.0
H 6.24717 -0.04113 -3.24016 0.0 0.0 0.0
H 5.22035 -0.08739 -0.99102 0.0 0.0 0.0
H 1.33432 -0.11654 -2.78425 0.0 0.0 0.0
H 2.35129 -0.08481 -5.01931 0.0 0.0 0.0
H 4.78162 -0.34636 2.61108 0.0 0.0 0.0
H 3.95247 -0.42449 4.96062 0.0 0.0 0.0
H 1.45467 -0.41236 5.34935 0.0 0.0 0.0
H -0.03054 -0.31745 3.37226 0.0 0.0 0.0
O -1.34182 5.54576 5.12543 0.0 0.0 0.0
C -1.08562 4.72292 4.27595 -0.1 0.1 -0.1
S 0.43047 4.65859 3.38757 0.0 0.0 0.0
C 0.06952 3.27688 2.34162 0.0 0.0 0.0
C -1.19926 2.69394 2.53447 0.1 0.0 0.0
S -1.85585 1.37931 1.73253 0.0 -0.1 0.0
S -2.20784 3.46593 3.75897 0.0 0.0 0.0
S 1.23008 2.80351 1.24834 0.0 0.0 -0.1
C 0.42603 2.62846 -4.21822 0.1 0.0 -0.1
Te 1.04050 3.28505 -2.28412 -0.1 0.1 0.1
C 2.50637 4.45170 -3.34813 0.0 0.0 -0.1
C 2.36760 4.11120 -4.81163 0.0 0.0 0.0
C 3.23531 4.65128 -5.76105 0.0 0.0 0.0
C 3.12328 4.32816 -7.10313 0.0 0.0 0.0
C 2.12893 3.44842 -7.51492 0.0 0.0 0.0
C 1.26247 2.90891 -6.57910 0.0 0.0 0.0
C 1.36745 3.23079 -5.22536 0.0 0.0 0.0
H -0.60767 2.92577 -4.38664 0.0 0.0 0.0
H 0.46776 1.53940 -4.24836 0.0 0.0 0.0
H 3.50684 4.19654 -2.99799 0.0 0.0 0.0
H 2.34788 5.51745 -3.18157 0.0 0.0 0.0
H 4.01478 5.33000 -5.43179 0.0 0.0 0.0
H 3.81137 4.75364 -7.82410 0.0 0.0 0.0
H 2.03432 3.18129 -8.56085 0.0 0.0 0.0
H 0.48743 2.21886 -6.89425 0.0 0.0 0.0
Br 6.30192 -5.20297 -1.54747 0.0 0.0 0.0
C 4.57041 -4.68239 -0.93233 0.0 0.0 0.0
C 3.90618 -3.65456 -1.57437 0.0 0.0 0.0
C 2.64973 -3.28944 -1.10771 0.0 0.0 0.0
C 2.07421 -3.93194 -0.02107 0.0 0.0 0.0
C 2.76623 -4.96447 0.60149 0.0 0.0 0.0
C 4.02000 -5.34834 0.15175 0.0 0.0 0.0
C 0.71571 -3.50104 0.50933 0.0 0.1 0.1
O 0.17210 -4.20112 1.36869 0.0 0.0 0.1
O 0.24244 -2.43392 0.00451 0.1 -0.1 -0.1
H 4.35770 -3.12804 -2.40455 0.0 0.0 0.0
H 2.11525 -2.48000 -1.58420 0.0 -0.1 0.0
H 2.30085 -5.45191 1.44813 0.0 0.0 0.0
H 4.56789 -6.14554 0.63593 0.0 0.0 0.0
```
Positions in Å, forces in eV/Å.

The value obtained for the LUMO energy (alpha / beta) is 3.540 / 3.733 eV. The maximum force comes out at 0.5 eV Å⁻¹. Its total charge is -2. The energy above the lowest of the compared OMol25 structures with the same formula, charge and spin is 0.00 kcal/mol. The frontier orbital gap (alpha / beta) comes out at 4.953 / 5.934 eV. Its total energy is -7152.02164 hartree.

=====

(4)
# C33H26BrClINO3PPd

A molecular structure, C33H26BrClINO3PPd (the ωB97M-V functional and the def2-TZVPD basis, the OMol25 dataset).

XYZ file:
```
68
Properties=species:S:1:pos:R:3:forces:R:3
Pd -0.49380 -0.30407 -0.05530 -0.8 -0.3 0.2
C 7.15789 -0.48842 -0.15131 0.0 0.0 0.0
C 6.56174 -0.00570 -1.30887 0.0 0.0 0.0
C 5.18469 0.15838 -1.36980 0.0 0.0 0.0
C 4.37878 -0.14896 -0.27445 0.0 0.0 0.0
C 4.99305 -0.61995 0.88577 0.0 0.0 0.0
C 6.36835 -0.79829 0.94713 0.0 0.0 0.0
P 2.54391 0.00129 -0.24512 0.2 0.2 0.1
C 2.28336 1.21354 -1.59690 -0.1 0.0 -0.1
C 1.37632 0.98975 -2.62746 0.0 0.0 0.0
C 1.09031 1.99220 -3.54777 0.0 0.0 0.0
C 1.71947 3.22257 -3.46170 0.0 0.0 0.0
C 2.62893 3.45703 -2.43557 0.0 0.0 0.0
C 2.89438 2.46672 -1.50577 0.0 0.0 0.0
C 1.99966 -1.58244 -0.94362 -0.1 0.0 0.0
C 2.86320 -2.49283 -1.55095 0.0 0.0 0.0
C 2.39335 -3.72405 -1.97823 0.0 0.0 0.0
C 1.05285 -4.02483 -1.78932 0.0 0.0 0.0
C 0.19224 -3.10827 -1.19901 0.0 0.0 0.0
C 0.62512 -1.85045 -0.75482 0.2 0.2 0.0
H 8.23211 -0.61974 -0.10572 0.0 0.0 0.0
H 7.17004 0.23929 -2.17134 0.0 0.0 0.0
H 4.72939 0.53182 -2.27929 0.0 0.0 0.0
H 4.38054 -0.84838 1.75092 0.0 0.0 0.0
H 6.82375 -1.17136 1.85648 0.0 0.0 0.0
H 0.86523 0.03823 -2.69732 0.0 0.0 0.0
H 0.35733 1.80656 -4.32273 0.0 0.0 0.0
H 1.49463 4.00358 -4.17784 0.0 0.0 0.0
H 3.11536 4.42166 -2.35024 0.0 0.0 0.0
H 3.59397 2.66413 -0.69898 0.0 0.0 0.0
H 3.91037 -2.24302 -1.67663 0.0 0.0 0.0
H 3.06304 -4.43722 -2.44409 0.0 0.0 0.0
H 0.66414 -4.98767 -2.10382 0.0 0.0 0.0
H -0.84306 -3.39751 -1.08543 0.0 0.0 0.0
Br -5.87785 -4.18144 -0.25681 0.0 0.0 0.0
C -4.30368 -3.10137 -0.21971 0.0 0.0 0.0
C -3.95638 -2.36572 -1.33944 0.0 0.0 0.0
C -2.81009 -1.58101 -1.30454 0.0 0.0 0.0
C -2.01337 -1.52049 -0.16341 0.1 0.0 0.0
C -2.39028 -2.27099 0.94714 0.0 0.0 0.0
C -3.53351 -3.06325 0.92790 0.0 0.0 0.0
H -4.57289 -2.40226 -2.22831 0.0 0.0 0.0
H -2.54383 -0.99411 -2.17396 0.0 0.0 0.0
H -1.78622 -2.24946 1.84513 0.0 0.0 0.0
H -3.81674 -3.64502 1.79560 0.0 0.0 0.0
Cl -6.76973 6.02363 -0.95574 0.0 0.0 0.0
C -5.57235 4.75321 -0.84854 0.0 0.0 0.0
C -5.52387 3.96559 0.28850 0.0 0.0 0.0
C -4.56341 2.96641 0.36839 0.0 0.0 0.0
C -3.67031 2.75300 -0.67398 0.0 0.0 0.0
C -3.74858 3.55198 -1.80838 0.0 0.0 0.0
C -4.69612 4.55943 -1.90384 0.0 0.0 0.0
C -2.59330 1.68521 -0.58119 0.1 -0.1 0.1
O -1.92221 1.44442 -1.59279 -0.1 0.2 0.0
O -2.44305 1.13618 0.55702 0.3 -0.1 -0.2
H -6.23017 4.13155 1.09073 0.0 0.0 0.0
H -4.50133 2.32793 1.24037 0.0 0.0 0.0
H -3.04417 3.36490 -2.60854 0.0 0.0 0.0
H -4.76244 5.18871 -2.78117 0.0 0.0 0.0
N -1.21745 3.10065 2.03379 -0.1 -0.1 -0.1
C -0.07757 3.01725 1.30896 0.1 0.2 0.0
O 0.36552 1.97918 0.85686 0.2 0.0 -0.1
C 0.68260 4.32195 1.09557 0.0 -0.4 0.2
I -0.25680 5.43188 -0.45249 0.0 0.1 -0.1
H -1.86501 2.32735 1.83039 0.1 0.1 0.0
H -1.63051 4.01559 2.12367 0.0 0.0 0.0
H 1.69366 4.08385 0.78089 -0.1 0.1 -0.1
H 0.68697 4.94869 1.98454 0.0 0.0 0.0
```
Positions in Å, forces in eV/Å.

The value obtained for the LUMO energy is 2.094 eV. The maximum force comes out at 0.9 eV Å⁻¹. Its total charge is -1. The energy above the lowest of the compared OMol25 structures with the same formula, charge and spin is 25.54 kcal/mol. The frontier orbital gap comes out at 7.063 eV. Its total energy is -5354.84160 hartree.